Density functional theory data (the ωB97M-V functional and the def2-TZVPD basis) for a cluster of 9 separate species, C50H58ClN10O2 in total in a non-equilibrium geometry.

For the orbital gap, the calculation gives 7.23 eV. The HOMO energy comes out at -10.447 eV. Its strongest force on any atom is 0.0714 Eh/bohr. The spin multiplicity is 1. As for the net charge: +1.

The geometry in XYZ format:
```
121
Properties=species:S:1:pos:R:3:forces:R:3:mulliken_charge:R:1
C -2.5403 -0.1346 5.0683 0.016 -0.051 0.653 -0.465
O -2.0502 0.7697 4.0663 -0.229 -0.055 -0.186 -0.398
C -2.5174 0.5839 2.7925 -0.084 0.217 0.071 -0.695
N -1.5908 -0.3059 2.0027 0.236 -0.257 -0.502 0.346
C -1.7584 -0.6325 0.7749 -0.094 0.321 0.169 -0.951
C -0.7358 -1.5872 0.2504 -0.402 -0.568 0.090 0.081
C -0.1107 -1.1793 -1.1125 0.181 0.645 0.161 -0.731
C -0.5476 -2.1914 -2.1423 1.637 0.273 1.118 0.673
O -1.6290 -2.3040 -2.5498 -2.053 -0.110 -0.962 -0.443
Cl 0.7022 -3.3693 -2.5176 0.430 -0.198 -0.456 -0.174
C 0.1270 -1.8968 1.5279 -0.144 0.034 0.161 2.612
C 1.6596 -1.9883 1.4298 0.289 0.001 0.307 -1.191
C 2.2345 -3.4246 1.4996 -0.072 -0.152 0.050 0.373
N 3.0137 -3.7883 0.3003 -0.258 0.104 -0.153 -0.709
C -0.3551 -0.8754 2.5838 1.592 1.691 -0.904 -1.033
H -3.4913 -0.5950 4.7674 0.212 0.096 -0.010 0.254
H -1.7951 -0.9102 5.2947 -0.334 0.327 -0.202 0.173
H -2.7159 0.4401 5.9866 0.034 0.007 -0.375 0.310
H -2.5504 1.5551 2.2769 0.085 -0.303 0.131 0.366
H -3.5130 0.1145 2.7638 0.206 0.092 0.016 0.533
H -2.6058 -0.2392 0.2002 0.252 -0.164 0.200 0.507
H -1.3209 -2.5065 0.0514 0.116 0.289 0.035 0.413
H 0.9780 -1.1262 -1.0483 -0.246 0.007 0.015 0.336
H -0.4739 -0.1933 -1.4478 0.093 -0.328 0.139 0.443
H -0.2321 -2.8768 1.8754 0.167 0.262 -0.176 -1.041
H 2.0676 -1.4107 2.2710 -0.107 -0.104 -0.302 -0.037
H 2.0506 -1.4760 0.5401 -0.084 -0.045 0.219 0.563
H 2.9023 -3.4924 2.3739 -0.152 0.032 -0.247 0.406
H 1.4253 -4.1536 1.6706 0.216 0.337 0.009 -0.322
H 2.7268 -3.2279 -0.4983 0.041 -0.126 0.157 0.218
H 2.8378 -4.7552 0.0392 0.130 0.134 0.111 0.323
H -0.5673 -1.3670 3.5390 0.081 0.732 -0.728 0.402
H 0.3597 -0.0594 2.7676 -0.188 0.070 -0.456 0.383
N -1.2758 -2.6855 3.9400 -1.381 -2.920 1.749 -0.217
C -2.3913 -3.1462 3.3714 -0.043 -0.078 0.026 0.096
C -2.8578 -4.4392 3.5293 0.019 0.030 -0.056 -1.004
C -2.1299 -5.3086 4.3276 0.019 0.023 -0.002 -0.293
C -0.9704 -4.8470 4.9278 0.033 -0.026 -0.045 -0.841
C -0.5856 -3.5335 4.7036 -0.093 -0.090 -0.072 -0.166
H -2.9431 -2.4398 2.7565 -0.045 -0.053 0.046 0.323
H -3.7671 -4.7565 3.0378 0.001 0.013 0.001 0.454
H -2.4633 -6.3284 4.4693 0.011 0.014 0.034 0.445
H -0.3672 -5.4893 5.5544 -0.007 0.013 0.012 0.458
H 0.3177 -3.1409 5.1573 0.048 0.025 0.019 0.476
N 2.9872 0.9947 2.1072 -0.083 0.099 0.055 -0.188
C 4.2289 0.5327 2.2575 -0.048 -0.011 -0.064 -0.151
C 5.1994 1.1780 3.0074 0.031 -0.046 0.088 -0.726
C 4.8660 2.3598 3.6491 -0.015 0.011 -0.032 -0.119
C 3.5790 2.8535 3.5020 0.035 0.006 -0.003 -0.743
C 2.6824 2.1382 2.7230 0.053 -0.046 -0.032 -0.130
H 4.4612 -0.3908 1.7357 -0.004 -0.021 0.037 0.411
H 6.1944 0.7609 3.0815 -0.004 -0.005 0.006 0.441
H 5.5977 2.8919 4.2425 -0.001 -0.002 -0.001 0.402
H 3.2746 3.7765 3.9759 -0.006 -0.004 0.000 0.420
H 1.6694 2.5023 2.5837 0.006 0.007 0.006 0.425
N -0.1545 -5.7466 1.2583 -0.204 -0.071 0.027 -0.144
C -0.5013 -6.9541 1.6979 0.016 0.011 0.026 -0.300
C -1.0743 -7.9268 0.8921 0.011 0.059 -0.025 -0.745
C -1.2941 -7.6280 -0.4439 -0.055 -0.014 -0.011 -0.329
C -0.9440 -6.3724 -0.9172 -0.001 -0.008 0.001 -0.724
C -0.3800 -5.4741 -0.0261 -0.016 -0.040 0.236 0.183
H -0.3084 -7.1406 2.7485 -0.002 -0.090 -0.005 0.576
H -1.3432 -8.8901 1.3030 0.032 -0.006 -0.003 0.417
H -1.7378 -8.3603 -1.1058 0.008 0.000 0.004 0.417
H -1.1039 -6.0946 -1.9505 0.019 0.009 0.008 0.431
H -0.0825 -4.4831 -0.3400 0.027 -0.013 -0.089 -0.104
N -6.3807 0.8682 4.7274 0.110 0.070 -0.062 -0.463
C -6.3120 1.6672 5.7930 -0.001 -0.086 -0.016 -0.308
C -6.4979 3.0402 5.7368 -0.010 0.024 -0.027 -0.441
C -6.7684 3.6232 4.5087 0.000 -0.026 0.010 -0.204
C -6.8435 2.8078 3.3901 0.015 0.020 0.025 -0.423
C -6.6457 1.4457 3.5548 0.111 -0.055 -0.005 -0.507
H -6.1026 1.1790 6.7385 -0.007 0.020 0.007 0.429
H -6.4356 3.6344 6.6380 -0.005 -0.006 0.001 0.420
H -6.9246 4.6907 4.4258 -0.001 -0.004 0.002 0.407
H -7.0616 3.2135 2.4117 -0.024 -0.010 0.005 0.439
H -6.7119 0.7760 2.7026 -0.024 0.028 -0.017 0.652
N 6.4316 4.9653 -1.1704 0.008 -0.023 0.004 -0.497
C 7.5052 4.3131 -1.6144 -0.010 0.072 0.001 -0.446
C 7.7868 2.9916 -1.3003 -0.017 -0.008 0.023 -0.382
C 6.9062 2.3089 -0.4766 -0.013 -0.006 0.002 -0.235
C 5.7852 2.9740 -0.0055 -0.059 0.006 -0.039 0.033
C 5.5948 4.2959 -0.3811 0.024 0.017 -0.024 -0.422
H 8.1667 4.8772 -2.2627 0.016 -0.018 0.007 0.385
H 8.6701 2.5130 -1.7000 0.005 0.010 0.004 0.392
H 7.0886 1.2748 -0.2113 -0.002 0.000 -0.002 0.401
H 5.0628 2.4804 0.6314 0.033 0.049 -0.039 0.400
H 4.7263 4.8459 -0.0335 0.000 -0.011 0.004 0.370
N 5.6291 3.5965 -5.7808 -0.044 0.050 -0.010 -0.540
C 5.6372 4.3864 -4.7071 -0.013 -0.082 -0.024 -0.222
C 5.2828 5.7265 -4.7317 0.001 0.028 0.001 -0.244
C 4.9005 6.2836 -5.9425 0.003 -0.012 -0.002 -0.525
C 4.8888 5.4778 -7.0696 -0.011 0.025 0.011 -0.284
C 5.2583 4.1473 -6.9360 0.041 -0.039 0.027 0.054
H 5.9430 3.9217 -3.7768 -0.017 0.000 0.001 0.426
H 5.3133 6.3098 -3.8208 0.015 -0.015 0.007 0.438
H 4.6205 7.3275 -6.0066 0.001 -0.002 0.000 0.371
H 4.6053 5.8640 -8.0391 0.015 -0.014 -0.008 0.406
H 5.2626 3.4974 -7.8031 0.003 0.030 -0.017 0.121
N 5.5765 3.7249 -10.6729 -0.057 -0.032 0.020 -0.471
C 5.4234 2.4080 -10.5438 0.018 0.043 -0.012 -0.050
C 4.8325 1.6053 -11.5080 -0.011 0.006 -0.021 -0.576
C 4.3707 2.2012 -12.6708 0.007 0.007 0.010 -0.141
C 4.5223 3.5704 -12.8195 0.002 -0.024 -0.004 -0.404
C 5.1306 4.2832 -11.7968 0.025 0.000 0.040 -0.151
H 5.7964 1.9725 -9.6225 0.003 -0.011 -0.010 0.383
H 4.7397 0.5397 -11.3479 0.003 0.003 0.006 0.340
H 3.9036 1.6094 -13.4475 0.001 0.002 0.002 0.370
H 4.1797 4.0799 -13.7097 0.005 0.005 0.004 0.345
H 5.2708 5.3552 -11.8830 -0.012 -0.003 -0.006 0.364
N -10.8871 1.2145 2.8097 0.010 -0.030 -0.048 -0.544
C -9.8785 0.3915 3.0915 -0.107 0.064 0.054 -0.313
C -9.7302 -0.8650 2.5236 0.001 -0.002 -0.024 -0.359
C -10.6840 -1.2945 1.6136 0.004 0.015 -0.002 -0.320
C -11.7400 -0.4501 1.3119 0.014 -0.017 -0.001 -0.344
C -11.7952 0.7896 1.9334 0.037 0.017 0.022 -0.201
H -9.1628 0.7593 3.8173 -0.001 -0.057 0.007 0.598
H -8.8898 -1.4899 2.7963 -0.009 -0.001 0.020 0.400
H -10.6086 -2.2704 1.1511 -0.003 0.002 0.002 0.367
H -12.5097 -0.7427 0.6109 -0.002 0.006 0.003 0.359
H -12.6076 1.4754 1.7199 -0.002 -0.011 -0.004 0.372
```
Forces are in eV/Å.

Density functional theory data (the ωB97M-V functional and the def2-TZVPD basis) for a structure of composition C50H59Cl2FeN2P2S2 in a non-equilibrium geometry.

For the orbital gap (spin up / spin down), the calculation gives 5.23 / 5.19 eV. The HOMO energy (spin up / spin down) comes out at -3.091 / -3.047 eV. Its strongest force on any atom is 0.0394 Eh/bohr. The spin multiplicity is 5. As for the net charge: -1.

The geometry in XYZ format:
```
118
Properties=species:S:1:pos:R:3:forces:R:3:mulliken_spin:R:1
Fe 0.4022 -0.1835 0.0556 2.016 0.048 0.193 3.632
C -2.8825 -5.8834 0.3834 0.033 0.038 0.036 0.000
S -3.0008 -5.6285 2.1730 -0.032 -0.021 -0.041 0.000
C -4.3317 -4.3832 2.2500 0.086 0.004 -0.036 0.000
C -3.8601 -2.9497 2.4926 0.033 -0.052 0.025 -0.003
C -2.7296 -2.5521 1.5464 -0.419 0.304 0.107 -0.006
N -2.6743 -1.1005 1.2767 0.365 0.096 -0.221 0.006
P -1.5307 0.0189 2.0244 -1.068 -0.079 0.434 -0.055
C -2.7632 1.3198 2.5294 0.362 0.020 0.131 0.030
C -2.4904 2.6535 2.2579 0.055 0.041 -0.146 0.021
C -3.3702 3.6569 2.6600 0.059 -0.025 -0.034 0.004
C -4.5274 3.3250 3.3433 -0.013 -0.124 0.024 -0.001
C -4.8075 1.9867 3.6218 0.025 0.056 -0.021 0.001
C -3.9290 0.9950 3.2189 -0.026 0.032 0.105 0.000
C -1.1166 -0.5339 3.7462 0.125 -0.140 -0.153 -0.015
C -0.8459 0.4891 4.6621 -0.106 0.046 0.072 0.003
C -0.3870 0.2120 5.9398 0.009 0.018 -0.036 0.001
C -0.1808 -1.1022 6.3408 0.002 0.067 0.041 0.003
C -0.4208 -2.1246 5.4430 -0.042 -0.042 -0.141 -0.001
C -0.8657 -1.8419 4.1535 0.018 -0.022 0.097 0.000
P -2.4295 -0.6300 -0.4172 -0.653 -0.076 0.276 -0.014
C -3.5061 0.8617 -0.5461 0.040 -0.109 -0.233 0.039
C -3.0842 1.8492 -1.4279 0.015 0.167 -0.063 0.004
C -3.8402 3.0045 -1.6209 0.122 -0.121 -0.023 -0.001
C -5.0248 3.1757 -0.9259 -0.024 -0.017 0.023 0.000
C -5.4622 2.1850 -0.0522 0.035 -0.082 0.020 0.000
C -4.7106 1.0335 0.1255 -0.179 0.086 0.130 -0.004
C -3.5326 -1.8177 -1.3015 0.152 -0.021 -0.089 0.006
C -3.1045 -2.3185 -2.5279 0.051 -0.073 -0.092 -0.019
C -3.8804 -3.2478 -3.2235 0.108 0.105 0.008 0.001
C -5.0850 -3.6811 -2.6981 -0.001 0.009 0.046 0.000
C -5.5312 -3.1675 -1.4826 0.045 0.074 0.057 0.001
C -4.7628 -2.2397 -0.7951 -0.198 -0.063 -0.021 0.005
H -2.1453 -6.6721 0.2253 -0.066 0.065 0.000 0.000
H -2.5409 -4.9876 -0.1382 -0.011 -0.103 0.014 0.000
H -3.8445 -6.2062 -0.0170 0.048 0.016 0.007 0.000
H -5.0090 -4.7058 3.0400 -0.052 0.033 0.002 0.000
H -4.8702 -4.4438 1.3008 0.002 -0.016 0.035 0.000
H -3.5431 -2.8310 3.5336 0.003 0.046 -0.021 0.000
H -4.7067 -2.2752 2.3363 -0.028 0.013 0.033 0.000
H -2.8809 -3.0655 0.6033 -0.014 0.005 -0.119 -0.001
H -1.7963 -2.9343 1.9152 0.300 -0.102 0.043 0.004
H -1.5863 2.9102 1.7108 -0.062 -0.013 0.047 0.012
H -3.1488 4.6949 2.4360 0.001 -0.074 0.000 0.000
H -5.2094 4.1030 3.6650 -0.012 -0.028 -0.020 0.000
H -5.7132 1.7218 4.1560 0.030 0.014 -0.004 0.000
H -4.1441 -0.0453 3.4391 0.000 0.014 -0.009 0.002
H -0.9985 1.5226 4.3760 0.015 -0.013 0.001 -0.002
H -0.1801 1.0287 6.6224 -0.025 -0.034 -0.047 0.000
H 0.1788 -1.3211 7.3393 -0.008 0.012 -0.036 0.000
H -0.2413 -3.1556 5.7273 -0.019 0.054 -0.033 0.000
H -0.9976 -2.6719 3.4818 0.018 -0.074 -0.065 -0.005
H -2.1547 1.7139 -1.9702 0.013 0.036 0.013 -0.002
H -3.4956 3.7687 -2.3081 0.004 -0.039 0.022 0.000
H -5.6081 4.0788 -1.0610 0.001 -0.017 0.012 0.000
H -6.3860 2.3170 0.5000 0.036 -0.013 -0.017 0.000
H -5.0430 0.2786 0.8277 0.014 0.018 -0.022 0.000
H -2.1500 -1.9881 -2.9324 -0.088 -0.061 0.035 0.007
H -3.5246 -3.6342 -4.1734 0.004 0.035 0.087 0.000
H -5.6774 -4.4186 -3.2273 -0.001 0.036 0.010 0.000
H -6.4809 -3.4914 -1.0705 0.036 0.010 -0.010 0.000
H -5.1191 -1.8500 0.1521 0.019 -0.032 -0.048 0.000
Cl 0.4322 -2.5650 0.5995 0.145 -0.662 0.266 0.041
C 0.3469 -3.6146 -0.8010 -0.119 0.042 -0.263 0.027
C 0.3795 -4.9729 -0.5498 0.034 0.067 0.174 -0.008
C 0.2853 -5.8602 -1.6066 0.007 -0.118 -0.106 0.001
C 0.1453 -5.3571 -2.8927 -0.016 0.070 -0.068 -0.001
C 0.1208 -3.9898 -3.1178 -0.004 -0.073 0.177 -0.014
Cl -0.0839 -3.4514 -4.7618 -0.002 -0.005 0.060 0.001
C 0.2449 -3.0266 -2.0853 -0.082 0.012 0.106 0.011
S 0.2783 -1.3259 -2.3644 0.025 -0.369 0.000 0.045
H 0.4743 -5.3271 0.4723 -0.007 0.066 -0.101 0.002
H 0.3172 -6.9303 -1.4323 -0.006 0.099 -0.030 0.000
H 0.0532 -6.0285 -3.7374 0.013 0.046 0.011 0.000
C 4.7841 -3.7696 -0.7978 -0.013 0.032 0.010 0.000
C 4.7599 -2.3055 -1.1779 0.012 0.016 0.010 -0.002
C 5.8613 -1.7119 -1.8113 -0.030 -0.060 0.032 0.003
C 5.7918 -0.3668 -2.1534 -0.098 0.024 0.024 -0.001
C 6.9666 0.3063 -2.8239 -0.025 0.032 -0.005 0.001
C 4.6476 0.3807 -1.8873 -0.001 -0.107 0.023 0.005
C 3.4970 -0.1791 -1.2483 0.099 -0.025 -0.087 -0.007
C 3.6362 -1.5582 -0.9037 -0.164 0.000 0.082 -0.004
N 2.3375 0.4381 -0.9567 -0.404 0.622 -0.207 -0.036
C 2.0700 1.7961 -1.4645 0.110 -0.180 0.006 0.022
C 0.6209 2.1403 -1.0517 0.207 0.124 0.049 0.066
C 3.0054 2.8807 -0.8560 -0.055 0.027 -0.034 0.005
C 2.0723 1.8540 -3.0124 0.012 0.009 0.072 -0.003
H 5.7300 -4.2353 -1.0838 -0.034 0.013 0.012 0.000
H 3.9727 -4.3157 -1.2902 0.052 0.040 0.027 0.000
H 4.6539 -3.8994 0.2820 0.014 0.018 -0.081 0.000
H 6.7531 -2.2956 -2.0338 -0.104 0.067 0.030 0.000
H 7.7735 -0.4054 -3.0078 -0.013 0.016 0.000 0.000
H 7.3647 1.1151 -2.2031 -0.016 -0.039 -0.029 0.000
H 6.6764 0.7461 -3.7833 0.016 -0.026 0.051 0.000
H 4.6624 1.4195 -2.1884 -0.018 -0.016 -0.002 0.000
H 2.7968 -2.0353 -0.4029 0.097 0.073 -0.104 0.020
H 0.5561 2.5816 -0.0544 -0.029 -0.097 -0.024 -0.003
H 0.0071 1.2209 -1.0692 -0.331 0.659 -0.650 -0.027
H 0.1611 2.8259 -1.7693 -0.061 -0.017 0.114 0.009
H 3.9495 2.4410 -0.5438 0.029 0.012 -0.014 -0.001
H 2.5548 3.3346 0.0330 0.048 -0.069 -0.066 0.000
H 3.2198 3.6874 -1.5683 -0.031 -0.073 0.064 -0.001
H 1.2639 1.2297 -3.4030 0.035 0.004 0.039 0.000
H 3.0007 1.4751 -3.4305 0.035 0.005 -0.035 0.000
H 1.9219 2.8848 -3.3653 0.010 -0.145 0.069 0.000
C 3.7756 0.8466 3.0027 0.038 -0.006 0.017 0.008
C 2.8617 -0.1658 2.3023 -0.020 0.051 -0.061 -0.019
C 2.5535 -1.3060 3.2737 -0.040 -0.005 0.012 0.004
C 1.5812 0.4969 1.7836 -0.522 -0.068 0.181 0.302
H 4.6754 0.3706 3.4173 -0.089 0.047 -0.049 0.000
H 3.2338 1.3291 3.8266 0.050 -0.010 -0.038 0.004
H 4.0953 1.6247 2.3029 -0.032 -0.036 0.050 -0.004
H 3.4259 -0.5698 1.4590 -0.027 -0.051 -0.071 0.003
H 2.1008 -0.9085 4.1944 0.026 -0.056 -0.115 0.000
H 3.4644 -1.8491 3.5532 -0.068 0.046 0.003 0.000
H 1.8508 -2.0277 2.8449 0.094 0.073 0.045 -0.004
H 0.9550 0.7119 2.6695 0.122 0.076 -0.028 0.002
H 1.8478 1.4796 1.3635 -0.021 -0.110 0.067 -0.100
```
Forces are in eV/Å.

> Among the records above, which one has the lowest net charge?

C50H59Cl2FeN2P2S2

> What is the net charge in the first record?

+1